{"formula": "C25H16F5N3NaO6", "method": "wB97M-V/def2-TZVPD", "total_charge": -1, "gap_ev": 6.7893, "e_above_lowest_kj_mol": 31.0, "energy_ev": -60947.6002, "e_homo_ev": -4.60, "lumo_energy_ha": 0.0805, "species": ["Na", "O", "C", "O", "C", "O", "C", "C", "O", "O", "H", "H", "H", "H", "H", "C", "C", "C", "C", "N", "C", "C", "C", "C", "C", "C", "N", "C", "C", "C", "C", "C", "N", "H", "H", "H", "H", "H", "H", "H", "H", "H", "H", "H", "F", "C", "C", "F", "C", "F", "C", "O", "C", "F", "C", "F"], "xyz": [[-0.255, 0.115, 0.550], [3.446, 2.294, 1.289], [2.594, 1.281, 1.533], [2.779, 0.158, 1.149], [1.440, 1.749, 2.380], [0.541, 0.691, 2.542], [-0.591, 1.000, 3.349], [-1.763, 0.027, 2.938], [-2.343, -0.553, 3.863], [-1.966, -0.003, 1.701], [4.128, 1.976, 0.687], [0.980, 2.597, 1.858], [1.833, 2.105, 3.342], [-0.939, 2.023, 3.154], [-0.355, 0.898, 4.413], [2.095, -3.340, 2.818], [2.537, -4.229, 1.854], [1.931, -4.222, 0.608], [0.901, -3.315, 0.373], [0.500, -2.438, 1.291], [1.077, -2.455, 2.484], [0.147, -3.303, -0.908], [-0.045, -4.462, -1.662], [-0.796, -4.372, -2.821], [-1.346, -3.156, -3.187], [-1.117, -2.054, -2.364], [-0.378, -2.142, -1.265], [-1.704, -0.713, -2.615], [-2.089, -0.269, -3.876], [-2.551, 1.032, -4.005], [-2.649, 1.829, -2.878], [-2.284, 1.279, -1.654], [-1.809, 0.050, -1.532], [2.535, -3.332, 3.807], [3.340, -4.922, 2.070], [2.263, -4.898, -0.169], [0.696, -1.738, 3.201], [0.350, -5.413, -1.333], [-0.964, -5.255, -3.427], [-1.958, -3.075, -4.075], [-1.993, -0.907, -4.744], [-2.807, 1.424, -4.981], [-2.974, 2.859, -2.945], [-2.375, 1.841, -0.730], [0.526, 4.994, -5.098], [0.608, 4.203, -4.007], [0.843, 2.844, -4.131], [0.970, 2.314, -5.361], [0.940, 2.039, -3.019], [1.219, 0.732, -3.203], [0.752, 2.501, -1.685], [0.777, 1.757, -0.665], [0.553, 3.913, -1.627], [0.394, 4.467, -0.405], [0.479, 4.731, -2.732], [0.276, 6.051, -2.591]]}